Below is 7 unconnected molecules or ions with the total composition C36H49ClF27O18PS2, with properties calculated with ωB97M-V with the def2-TZVPD basis set.

XYZ file:
```
134
Properties=species:S:1:pos:R:3
C 10.41067 0.93185 -1.95039
C 9.32811 1.74539 -2.66184
C 7.95407 1.60689 -1.97025
C 6.71265 1.74770 -2.87848
C 5.77719 0.55593 -3.34109
C 4.45863 1.28967 -3.64515
C 3.38999 0.77889 -4.61647
C 2.06423 0.41913 -3.96475
F 2.21820 -0.05639 -2.70417
F 1.40058 -0.51053 -4.67592
C 1.11990 1.67715 -3.92000
F 1.84327 2.73470 -3.57324
F 0.67053 1.86969 -5.14634
S -0.38423 1.64310 -2.73559
F -0.39375 3.23122 -2.66718
F 0.63053 1.60696 -1.50138
F -0.42606 0.05852 -2.77112
F -1.43247 1.69155 -3.91657
F -1.57975 1.62200 -1.69342
O 6.31635 0.04183 -4.61991
S 7.42911 -1.06343 -4.36020
O 8.73133 -0.57766 -4.65337
O 6.98428 -2.29143 -4.93467
O 7.27014 -1.07262 -2.76699
C 5.86624 -0.72772 -2.45943
C 5.10041 -2.05496 -2.79949
O 4.15560 -1.98839 -3.83637
C 3.39048 -3.18692 -3.84845
P 5.60643 -0.67190 -0.54223
O 4.00355 -0.96128 -0.49499
Cl 5.46338 1.32073 -0.00766
H 10.24096 0.95846 -0.86593
H 10.40411 -0.11376 -2.26328
H 11.41144 1.34623 -2.10850
H 9.61087 2.80580 -2.61504
H 9.26825 1.48821 -3.71654
H 7.93922 0.70015 -1.36028
H 7.90161 2.42290 -1.23922
H 7.01745 2.21840 -3.82077
H 6.04045 2.44350 -2.37774
H 4.01789 1.57841 -2.68636
H 4.81722 2.22813 -4.07968
H 3.72391 -0.05230 -5.24265
H 3.15655 1.59793 -5.30475
H 5.87650 -2.77512 -3.07814
H 4.61933 -2.46894 -1.90617
H 2.75037 -3.16722 -4.72986
H 2.75965 -3.25907 -2.95175
H 4.05029 -4.06228 -3.90261
H 3.44053 -0.20596 -0.71554
C 6.75411 -5.49456 -5.99869
C 7.07060 -6.95380 -5.77219
O 6.54483 -7.40178 -4.49972
C 5.25952 -7.70839 -4.47603
O 4.48065 -7.67815 -5.38328
C 4.86382 -8.16791 -3.05373
F 5.36530 -7.35037 -2.12029
F 5.33543 -9.40198 -2.82880
F 3.54027 -8.19104 -2.92554
H 7.12751 -4.88539 -5.17625
H 7.22165 -5.14732 -6.91937
H 5.67916 -5.33406 -6.07935
H 8.14244 -7.12270 -5.69980
H 6.67378 -7.58699 -6.56485
C 14.82605 -1.18320 3.07729
C 15.26017 -1.24100 1.63028
O 14.33750 -2.02166 0.83783
C 13.24124 -1.39626 0.43888
O 12.92967 -0.26175 0.65286
C 12.38272 -2.35096 -0.42148
F 12.27924 -3.55787 0.14483
F 12.94695 -2.49781 -1.62840
F 11.16319 -1.84848 -0.58284
H 14.70942 -2.18923 3.48067
H 15.57726 -0.65693 3.66553
H 13.87734 -0.65820 3.18109
H 16.21307 -1.75383 1.52257
H 15.34931 -0.24664 1.19463
C -1.59165 2.44653 1.43878
C -3.09787 2.47048 1.32908
O -3.72154 1.98439 2.54159
C -3.82787 2.85408 3.53308
O -3.48685 3.99997 3.53976
C -4.53705 2.18382 4.72963
F -4.05468 0.96155 4.96840
F -5.85089 2.06517 4.45382
F -4.40610 2.91957 5.82551
H -1.24305 1.44386 1.68860
H -1.15017 2.74540 0.49192
H -1.24172 3.13128 2.21085
H -3.44943 1.79552 0.55212
H -3.46926 3.47158 1.11154
C -7.23880 -1.07704 6.21644
C -8.15777 0.04852 5.79875
O -9.36879 -0.46008 5.19211
C -10.31165 -0.86447 6.02715
O -10.28660 -0.85075 7.22229
C -11.54218 -1.34355 5.22455
F -11.18732 -2.12620 4.20176
F -12.19643 -0.27819 4.73192
F -12.37575 -2.01782 6.00994
H -7.01600 -1.72177 5.36590
H -6.30373 -0.66602 6.59636
H -7.69187 -1.68492 6.99867
H -7.70023 0.65932 5.02794
H -8.42095 0.68932 6.63957
C -7.88506 3.74824 1.94577
C -6.76915 4.64288 1.45339
O -7.01713 5.09784 0.10594
C -7.83983 6.12963 -0.01564
O -8.39338 6.72574 0.85967
C -7.96928 6.51479 -1.50722
F -8.14708 5.43467 -2.27515
F -6.84940 7.13490 -1.90737
F -8.99622 7.33790 -1.68554
H -8.03451 2.91288 1.26107
H -7.63350 3.35332 2.92968
H -8.82152 4.29903 2.02407
H -5.83068 4.09557 1.38953
H -6.62227 5.50247 2.10587
C -15.16638 0.32650 5.75260
C -16.02752 1.50520 5.36031
O -17.25281 1.07403 4.72574
C -18.22599 0.69507 5.53869
O -18.21416 0.67783 6.73403
C -19.46773 0.29607 4.70854
F -19.13423 -0.48246 3.67390
F -20.06031 1.39997 4.22949
F -20.34210 -0.35705 5.46687
H -14.96600 -0.30332 4.88686
H -14.22009 0.68065 6.15622
H -15.65870 -0.28077 6.51168
H -15.53547 2.12216 4.61169
H -16.27175 2.13181 6.21730
```

Its calculated total energy is -191835.850 eV. Its HOMO-LUMO gap is 10.170 eV. The calculation puts the molecular weight at 1413.28 Da. As for the structure (SMILES): CCCC[C@@]1(CCC(F)(F)C(F)(F)S(F)(F)(F)(F)F)OS(=O)(=O)O[C@@]1(COC)P(O)Cl.CCOC(=O)C(F)(F)F.CCOC(=O)C(F)(F)F.CCOC(=O)C(F)(F)F.CCOC(=O)C(F)(F)F.CCOC(=O)C(F)(F)F.CCOC(=O)C(F)(F)F. For the max |F|, the calculation gives 0.0140 Eh/bohr. The multiplicity is 1. The value obtained for the LUMO energy is -0.059 eV.

---

Below is 13 unconnected molecules or ions with the total composition C18H62N8O13 in a non-equilibrium geometry, with properties calculated with ωB97M-V with the def2-TZVPD basis set.

XYZ file:
```
101
Properties=species:S:1:pos:R:3
C 9.82600 3.94400 -16.54400
C 10.79900 2.73700 -16.77700
O 11.91000 3.19400 -17.31500
H 8.76200 3.74300 -16.24300
H 9.70400 4.69300 -17.34000
H 10.14600 4.46400 -15.67100
H 10.29900 1.97800 -17.37000
H 11.06500 2.31800 -15.80600
H 12.62900 2.83700 -16.79200
C 8.76700 9.97800 -13.56100
C 10.25500 10.04400 -13.15500
O 10.87400 11.10600 -13.82200
H 8.52100 8.92000 -13.53800
H 8.57900 10.12200 -14.64000
H 8.06200 10.56100 -12.97500
H 10.73300 9.14200 -13.39100
H 10.15900 10.12400 -12.10200
H 11.68900 11.22000 -13.30200
C 8.59400 6.68800 -14.44100
C 8.31200 7.08600 -15.80100
O 7.07200 6.64500 -16.22400
H 9.49200 7.16000 -14.17300
H 8.70600 5.63300 -14.50400
H 7.72300 6.90100 -13.72300
H 9.12000 6.87400 -16.43500
H 8.20600 8.18000 -15.86400
H 6.92300 6.97000 -17.11000
C 13.48900 10.58100 -17.92500
C 14.94200 10.05600 -17.77400
O 15.52500 11.13300 -17.00100
H 13.31000 11.49600 -18.43200
H 13.10200 10.85100 -16.99100
H 12.88300 9.87000 -18.42500
H 15.47300 10.18000 -18.66400
H 15.03600 8.99600 -17.37000
H 16.43900 10.90400 -16.79600
C 17.87800 5.76100 -17.12800
C 16.97300 6.63200 -16.22900
O 17.86400 7.46000 -15.41800
H 17.08500 5.11400 -17.75100
H 18.69000 5.08000 -16.65200
H 18.49700 6.37700 -17.87600
H 16.45300 5.93600 -15.60300
H 16.19800 7.18900 -16.76400
H 17.70900 7.26100 -14.50600
C 14.84900 3.52800 -16.32500
O 14.55000 4.61000 -17.11300
N 15.15100 3.62100 -15.10700
N 14.80100 2.32700 -16.70900
H 15.20400 4.51300 -14.56200
H 15.46200 2.86000 -14.57000
H 14.74700 2.17700 -17.71600
H 14.81700 1.58400 -16.05200
C 9.85800 9.81800 -17.21500
O 9.84500 8.86300 -18.14400
N 10.62700 9.77500 -16.22800
N 8.99500 10.81200 -17.29700
H 11.31200 8.95500 -16.18700
H 10.63600 10.41100 -15.46200
H 8.34600 10.78200 -18.12000
H 8.84600 11.56000 -16.60100
C 8.04400 6.24200 -19.21300
O 7.07500 7.20200 -19.05500
N 9.31200 6.46300 -19.26600
N 7.73800 4.98900 -19.31600
H 9.70900 7.40800 -18.92900
H 10.04200 5.70900 -19.33400
H 6.81400 4.68700 -18.85900
H 8.52900 4.38600 -19.50600
C 10.85300 4.20100 -20.54100
O 10.88000 4.74700 -21.79300
N 11.45800 4.71600 -19.52300
N 10.09200 3.18500 -20.22600
H 12.07600 5.57500 -19.58900
H 11.59300 4.17100 -18.62500
H 9.84100 2.58800 -21.06600
H 10.01600 2.72000 -19.33900
C 12.55700 6.86200 -16.58900
O 12.03600 7.46000 -15.37400
H 12.32800 5.85700 -16.59600
H 13.70000 6.88300 -16.62100
H 11.98300 7.40500 -17.32600
H 12.31300 6.89500 -14.57500
C 12.12800 4.68900 -13.49700
O 12.59200 5.91600 -12.99700
H 12.27900 4.73800 -14.61000
H 11.10900 4.65300 -13.26300
H 12.74400 3.80500 -13.10000
H 13.54700 5.96600 -13.16400
C 14.75700 6.53500 -20.51900
O 13.66100 6.20000 -19.59800
H 14.31900 7.24300 -21.24200
H 15.06600 5.65900 -21.14900
H 15.55000 7.01900 -20.03900
H 13.91600 5.71300 -18.84800
C 14.40500 8.98200 -14.48200
O 14.21400 9.25400 -13.10500
H 14.44800 7.90500 -14.62500
H 15.36800 9.31200 -14.77500
H 13.57800 9.28300 -15.14200
H 14.88400 8.77700 -12.62600
```

Its calculated total energy is -58204.164 eV. Its HOMO-LUMO gap is 6.826 eV. The calculation puts the molecular weight at 598.74 Da. The calculation puts the energy above the lowest of the compared OMol25 structures with the same formula, charge and spin at 710.8 kJ/mol. For the max |F|, the calculation gives 0.2050 Eh/bohr. The multiplicity is 1. The value obtained for the LUMO energy is -1.012 eV.

---

Below is 4 unconnected molecules or ions with the total composition C25H55BrNO8, with properties calculated with ωB97M-V with the def2-TZVPD basis set.

XYZ file:
```
90
Properties=species:S:1:pos:R:3
C 4.74087 3.25620 -0.73679
C 4.08035 3.67252 -2.04471
C 3.17231 2.59369 -2.60606
O 2.32853 3.18025 -3.58441
C 1.84133 2.35232 -4.61891
C 0.37806 1.93543 -4.40777
Br -0.01944 0.99881 -6.12822
C -0.55120 3.16239 -4.34888
C -1.14864 3.46328 -2.96567
C -0.09801 3.97659 -1.98422
C -2.24512 4.51037 -3.09486
N -1.77487 2.18623 -2.52176
O -2.89015 1.91228 -3.08054
C -0.88393 1.03923 -2.18175
C -1.72511 -0.23363 -2.18824
C -0.33162 1.21998 -0.74925
C 0.23774 0.89996 -3.26604
H 5.24194 4.10242 -0.26504
H 5.49052 2.47840 -0.89683
H 4.00351 2.86918 -0.02919
H 3.47442 4.57186 -1.90404
H 4.83908 3.92231 -2.79008
H 3.75663 1.78649 -3.06788
H 2.58387 2.14909 -1.79088
H 1.90506 2.92442 -5.54676
H 2.46257 1.45517 -4.72127
H -0.00438 4.03975 -4.70425
H -1.39809 3.00567 -5.01620
H 0.35718 4.87237 -2.40816
H 0.71036 3.27132 -1.80335
H -0.56570 4.23853 -1.03267
H -2.98309 4.22482 -3.83991
H -2.75898 4.63050 -2.13859
H -1.79859 5.46670 -3.37387
H -2.60426 -0.10505 -1.55549
H -2.05910 -0.50712 -3.18822
H -1.11933 -1.05003 -1.79089
H -0.60293 2.17326 -0.30281
H -0.74927 0.45238 -0.09698
H 0.75655 1.12353 -0.71974
H 0.08509 -0.06963 -3.73227
H 1.20123 0.82685 -2.75904
C 0.05153 -6.63378 -2.33180
O -0.22530 -6.20678 -1.01211
C 0.33319 -4.94668 -0.69015
C -0.68818 -3.83202 -0.77092
O -1.15818 -3.63091 -2.09140
C -2.43838 -4.18214 -2.33322
H -0.52272 -7.54294 -2.50067
H -0.23684 -5.88094 -3.06980
H 1.11620 -6.86040 -2.45683
H 1.17488 -4.72049 -1.35481
H 0.71533 -5.00068 0.33359
H -0.22126 -2.90097 -0.43201
H -1.52425 -4.05238 -0.09750
H -3.21241 -3.63407 -1.78456
H -2.48326 -5.23690 -2.04983
H -2.63142 -4.08600 -3.40018
C -1.69176 3.06500 2.51987
O -1.05849 1.80333 2.44829
C 0.35366 1.86502 2.54086
C 0.84897 1.46161 3.91128
O 0.42863 2.36069 4.92225
C -0.68896 1.90014 5.65531
H -2.76459 2.88458 2.55608
H -1.38533 3.62090 3.41005
H -1.46747 3.67029 1.63301
H 0.71052 2.87096 2.29082
H 0.76659 1.16571 1.80735
H 1.94279 1.44421 3.90782
H 0.49766 0.44553 4.12801
H -0.41435 1.06481 6.30996
H -1.49610 1.57812 4.99173
H -1.04000 2.72821 6.26863
C -1.47978 -2.09693 4.03685
O -0.10058 -2.41345 3.99096
C 0.48037 -2.61221 5.26777
C 0.64766 -4.08154 5.59355
O -0.59581 -4.74784 5.70509
C -0.95057 -5.49319 4.55634
H -1.85863 -2.14694 3.01738
H -2.03404 -2.79908 4.66445
H -1.63568 -1.08058 4.41645
H -0.12881 -2.13200 6.04202
H 1.46512 -2.13450 5.26759
H 1.16551 -4.17426 6.55268
H 1.26878 -4.55751 4.82621
H -0.28576 -6.35389 4.42440
H -0.91829 -4.88148 3.65092
H -1.96557 -5.85467 4.71066
```

Its calculated total energy is -114723.894 eV. The expectation value of S² is 0.75. Its HOMO-LUMO gap (spin up / spin down) is 8.481 / 9.875 eV. The calculation puts the molecular weight at 577.62 Da. For the max |F|, the calculation gives 0.0047 Eh/bohr. The multiplicity is 2. The value obtained for the LUMO energy (spin up / spin down) is 0.547 / 0.539 eV.